Formula: C6H16N2
Source: the OMol25 dataset
Level of theory: ωB97M-V/def2-TZVPD

```
! RIJCOSX wB97M-V def2-TZVPD def2/J DEFGRID3
* xyz 1 2
N -2.07940 -0.31566 -0.07351
N 1.33770 0.99474 0.36811
C 0.25178 0.23040 -0.21076
C -1.14231 0.65405 0.28560
C 3.71391 0.18819 -1.17807
C -3.28549 -0.33069 0.56172
C -4.11337 -1.61328 0.35336
C 4.58218 0.18286 0.07885
H -5.03645 -1.67844 0.90863
H -3.98409 0.49102 0.28949
H 2.77928 -0.27574 -0.89507
H 4.18378 -0.35167 -1.99233
H 5.59007 0.50192 -0.18397
H 4.64379 -0.81840 0.51753
H -1.18690 0.80924 1.37088
H 4.19881 0.77340 0.90843
H 0.42213 -0.78216 0.16149
H 0.33867 0.32030 -1.29839
H 3.40314 1.19491 -1.46692
H 0.97030 1.92566 0.60533
H -3.42314 -2.43442 0.54838
H -3.08822 -0.14629 1.62712
H -4.29863 -1.71701 -0.71816
H -1.46238 1.62420 -0.14031
*
```

Largest force on an atom   2.3 eV Å⁻¹
E_HOMO (spin up / spin down)   -13.7 / -13.7 eV
HOMO-LUMO gap (spin up / spin down)   4.985 / 4.995 eV
E   -347.22113 Ha
E_LUMO (spin up / spin down)   -0.322 / -0.320 hartree

Results of the Löwdin charge analysis, in e, for atoms 1 through 2: number 1, N, carries 0.2544; number 2, N, carries 0.1468